Below is a 2-piece molecular cluster, C4H10N2 overall, with properties calculated with ωB97M-V with the def2-TZVPD basis set.

Each line ends with the Löwdin charge.
Positions of all 16 atoms, in Å:
C  2.147  -0.107  -2.438  -0.315
C  0.871  0.439  -2.677  -0.319
H  2.317  -1.178  -2.482  -0.060
H  2.987  0.489  -2.089  -0.058
H  0.039  -0.183  -2.997  -0.047
H  0.717  1.514  -2.712  -0.058
C  -1.392  -1.301  0.725  -0.182
N  0.590  0.557  1.422  0.066
C  -0.749  0.665  1.772  -0.367
N  -1.708  -0.113  1.502  -0.045
H  -2.309  -1.791  0.415  0.051
H  -0.835  -2.029  1.314  0.065
H  -0.793  -1.103  -0.173  0.061
H  0.836  -0.335  1.013  0.048
H  0.918  1.293  0.810  0.069
H  -0.996  1.566  2.336  0.091

The multiplicity is 2. For the LUMO energy (alpha / beta), the calculation gives 4.1 / 3.9 eV. The value obtained for the relative energy (zero: lowest compared OMol25 entry of this formula, charge and spin) is 23.52 kcal/mol. As for the expectation value of S²: 0.75. Its HOMO energy (alpha / beta) is 1.2 / -3.3 eV. The total energy is -7287.4404 eV. Its total charge is -1. For the gap between HOMO and LUMO (alpha / beta), the calculation gives 2.906 / 7.162 eV.



Below is one molecule with the formula C7H12N2O in a non-equilibrium geometry, with properties calculated with ωB97M-V with the def2-TZVPD basis set.

Each line ends with the Löwdin charge.
Positions of all 22 atoms, in Å:
C  -1.573  -0.876  -1.067  -0.041
C  -1.015  0.077  -0.028  -0.473
C  -2.191  0.290  1.100  -0.029
C  -0.608  1.433  -0.536  -0.130
N  0.558  1.811  -0.300  0.014
N  1.227  1.020  0.497  -0.090
C  2.518  0.515  -0.052  -0.099
C  2.313  -1.073  -0.166  -0.112
O  0.953  -1.417  0.178  -0.109
C  0.211  -0.358  0.741  -0.156
H  -2.058  -1.725  -0.738  0.047
H  -0.581  -1.067  -1.730  0.142
H  -2.435  -0.361  -1.547  0.090
H  -3.204  0.466  0.625  0.086
H  -1.819  1.278  1.426  0.076
H  -2.380  -0.481  1.854  0.074
H  -1.331  2.059  -1.091  0.132
H  3.358  0.750  0.677  0.116
H  2.663  1.024  -1.077  0.130
H  2.424  -1.418  -1.174  0.111
H  2.872  -1.493  0.557  0.069
H  0.099  -0.454  1.852  0.154

The multiplicity is 1. For the LUMO energy, the calculation gives 0.9 eV. The value obtained for the relative energy (zero: lowest compared OMol25 entry of this formula, charge and spin) is 86.98 kcal/mol. Its HOMO energy is -8.4 eV. The total energy is -12477.7880 eV. For the gap between HOMO and LUMO, the calculation gives 9.243 eV.



- The highest multiplicity belongs to which entry?
  C4H10N2



- Among the records above, which one has the lowest relative energy (zero: lowest compared OMol25 entry of this formula, charge and spin)?
  C4H10N2